<w>
Formula: C27H30N4O5
Source: the OMol25 dataset
Level of theory: the ωB97M-V functional and the def2-TZVPD basis

Positions of all 66 atoms, in Å:
C -6.93542 -0.33216 -1.17102
C -6.64200 0.92114 -0.61921
C -5.42268 1.54629 -0.89700
C -4.48777 0.91417 -1.73022
C -3.15028 1.51955 -2.00077
O -2.19034 0.64554 -1.32910
C -0.93320 1.10657 -1.42729
N -0.03425 0.62708 -0.45094
N -0.06381 -0.54992 -0.02548
C 0.77745 -1.45294 -0.77755
O 1.63363 -1.10565 -1.57502
O 0.48610 -2.72028 -0.42691
C 1.56465 -3.67044 -0.72742
C 0.96234 -5.01683 -0.96907
C 0.77357 -5.92812 0.07852
C 0.19548 -7.17471 -0.17996
C -0.20108 -7.51505 -1.47976
C 0.00879 -6.60856 -2.52696
C 0.58647 -5.36341 -2.27019
O -0.54276 1.95004 -2.22240
C -4.77604 -0.33698 -2.27956
C -6.00002 -0.95266 -2.00990
H -7.88700 -0.82117 -0.95362
H -7.36229 1.41882 0.03307
H -5.16867 2.52686 -0.48361
H -2.91676 1.53748 -3.07671
H -3.06523 2.53353 -1.58626
H 2.09508 -3.30833 -1.61537
H 2.23001 -3.67964 0.14888
H 1.09485 -5.63683 1.08134
H 0.05905 -7.88016 0.64085
H -0.66674 -8.48232 -1.67549
H -0.27217 -6.86866 -3.54794
H 0.76723 -4.63998 -3.06852
H -4.03102 -0.81425 -2.92236
H -6.21369 -1.92388 -2.45776
C 0.41959 5.49802 3.01799
C 1.34794 5.32601 1.82969
N 1.31156 3.99339 1.23171
C 0.83691 3.90856 -0.15481
C 1.90831 4.01937 -1.22120
C 1.90691 2.94928 1.92030
C 1.96058 1.65966 1.29104
N 2.76975 0.67851 1.84895
C 2.85265 0.53383 3.21689
C 3.72090 -0.38782 3.76552
C 4.48778 -1.21294 2.94463
C 4.34399 -1.09596 1.55938
C 3.45603 -0.19191 1.02426
O 2.36062 3.18323 3.06624
H 0.42755 6.54721 3.32760
H -0.60404 5.21783 2.74936
H 0.76286 4.87690 3.84969
H 1.06934 6.02089 1.02743
H 2.37842 5.53772 2.15148
H 0.29686 2.96079 -0.28020
H 0.10568 4.72032 -0.27845
H 1.52246 3.56336 -2.13764
H 2.12241 5.07585 -1.41130
H 2.82684 3.50514 -0.92317
H 1.73121 1.55998 0.23468
H 2.26070 1.22029 3.81128
H 3.78488 -0.43200 4.85088
H 5.17662 -1.94267 3.36384
H 4.91882 -1.70339 0.86264
H 3.26439 -0.05357 -0.03799

Its LUMO energy is -2.544 eV. Its net charge is 0. As for the HOMO energy: -6.76 eV.


<x>
Formula: C27H30N4O5
Source: the OMol25 dataset
Level of theory: the ωB97M-V functional and the def2-TZVPD basis

Positions of all 66 atoms, in Å:
C -6.58134 -4.54562 0.26324
H -6.67166 -5.61197 -0.00218
O -5.11205 -4.26073 -0.15435
C -4.69796 -3.13408 -0.03855
C -5.42875 -2.15623 0.25418
C -4.85944 -0.84645 0.52455
C -3.56129 -0.75808 0.29072
C -2.76586 -1.75010 -0.40589
C -3.45595 -2.96121 -0.44129
H -2.85933 -3.92976 -0.67115
O -1.49016 -1.40814 -0.57418
C -0.78741 -2.63195 -1.11681
H -0.64612 -3.69062 -0.36140
H 0.35320 -2.27854 -1.13781
H -1.08352 -3.15730 -2.07668
N -2.90205 0.60324 0.30291
N -1.53833 0.43109 0.62351
C -0.84131 1.58036 0.67304
C -1.19380 3.04681 0.17873
C -0.57752 4.16735 0.41674
C -1.17048 5.31593 -0.14057
C -2.57165 5.47477 -0.30981
C -3.21210 4.34387 -0.47323
C -2.70605 3.05203 -0.00032
C -3.47240 1.96771 -0.50743
O -4.52528 1.80130 -0.69974
H -4.22681 4.05715 -0.85061
H -2.85343 6.49054 -0.76883
H -0.61912 6.19145 0.10957
H 0.51390 4.02919 0.69083
C 0.63134 1.43568 0.86979
O 1.48581 2.13171 0.84761
N 0.85637 0.05031 1.13656
H 0.01720 -0.72270 0.89659
C 2.10403 -0.63064 1.28778
H 2.78303 0.31700 1.93024
H 2.07244 -1.52364 1.60989
C 2.82239 -0.74447 0.18751
O 2.98690 -1.82048 -0.54435
N 3.00910 0.52517 -0.58273
H 3.02719 1.18136 -0.01392
C 3.77000 0.54178 -1.64621
H 3.36316 1.15659 -2.53522
H 3.82785 -0.66187 -2.31856
C 5.25809 0.92202 -1.63841
C 6.11399 -0.19788 -0.61979
C 6.01060 -0.04384 0.74597
C 6.55667 -1.06148 1.75900
C 7.28444 -1.92939 0.97708
C 6.43514 -2.45111 -0.13394
C 6.53938 -1.34313 -1.25902
H 7.54322 -1.14447 -1.64721
H 6.08283 -1.63317 -2.15769
H 5.61266 -2.90858 0.15128
H 7.21361 -3.44525 -0.48076
H 7.43807 -2.74442 1.99895
H 8.22058 -1.69277 0.75156
H 5.47687 -1.34716 2.28105
H 7.03805 -0.29428 2.50361
H 5.65478 0.96748 1.39542
H 5.99627 0.81289 -2.58414
H 5.41858 1.85178 -1.03556
H -5.30288 0.11865 0.72766
H -6.64434 -2.06298 0.78706
H -7.25543 -4.05626 -0.43228
H -6.80581 -4.38401 1.26094

Its LUMO energy is -0.637 eV. Its net charge is 0. As for the HOMO energy: -7.88 eV.


Question: which arrangement is favored energetically? Ranking from most to least stable: <w>, <x>.


<w>
Formula: C6H8O4
Source: the OMol25 dataset
Level of theory: the ωB97M-V functional and the def2-TZVPD basis

Positions of all 18 atoms, in Å:
C -0.38907 0.85168 -0.33295
C -1.01638 1.45289 0.87832
C -1.13980 -0.07460 -1.21366
C 0.63569 -1.34322 0.76442
C 0.92491 1.15294 -0.60780
C 1.83521 -0.50361 0.00008
O 0.32856 -2.45059 0.08755
O 0.23831 -1.10375 1.87425
O 1.67601 1.98674 -0.97891
O 2.31871 -0.96866 -1.03086
H -0.27106 -3.01059 0.60890
H 2.41300 -0.08988 0.84744
H -1.63384 0.73469 1.41666
H -0.27502 1.86913 1.55847
H -1.64435 2.28971 0.55820
H -1.66011 0.50796 -1.98055
H -0.43162 -0.69190 -1.79106
H -1.90914 -0.60895 -0.65848

Its LUMO energy (spin up / spin down) is -0.776 / -0.775 eV. Its net charge is 0. As for the HOMO energy (spin up / spin down): -8.66 / -8.66 eV.


<x>
Formula: C6H8O4
Source: the OMol25 dataset
Level of theory: the ωB97M-V functional and the def2-TZVPD basis

Positions of all 18 atoms, in Å:
C 3.67894 -0.83458 -0.08424
C 3.27376 0.26193 0.16822
O 2.81958 1.46630 0.44232
C 1.62998 1.74477 -0.26058
O 1.63957 2.08375 -1.39333
O 0.54946 1.69383 0.53013
C 0.02138 0.36387 0.68271
O -1.32123 0.51156 0.96127
C -2.05726 -0.65842 0.59745
C -2.57769 -0.56918 -0.84384
H 3.97217 -1.78379 -0.46266
H 0.55976 -0.15641 1.48489
H 0.19536 -0.18545 -0.25426
H -2.89198 -0.74142 1.29221
H -1.45158 -1.55782 0.74012
H -1.89250 0.06411 -1.40938
H -2.56959 -1.55432 -1.31021
H -3.57814 -0.14872 -0.88084

Its LUMO energy is 0.772 eV. Its net charge is 0. As for the HOMO energy: -10.09 eV.


Question: which arrangement is favored energetically? Ranking from most to least stable: <w>, <x>.